{
  "formula": "C3H4O2",
  "method": "wB97M-V/def2-TZVPD",
  "species": ["O", "O", "C", "C", "C", "H", "H", "H", "H"],
  "positions_angstrom": [[0.85072, 0.56127, 0.57840], [0.61156, 0.55618, -1.78099], [1.34799, 0.66844, -0.68561], [-0.31501, -0.18385, 0.84799], [-1.25631, -0.65920, 0.08914], [-1.72420, -1.13018, 0.91278], [-0.31992, 0.01996, 1.85530], [-1.52377, -0.94650, -1.10701], [2.32894, 1.11388, -0.71001]],
  "forces_ev_per_a": [[1.5, -0.5, -2.5], [4.2, 0.0, 6.0], [-5.7, 0.5, -4.6], [2.4, 2.8, -2.2], [-0.9, -2.0, -3.1], [-2.3, -1.1, -0.1], [-1.0, -0.8, 2.5], [1.3, 1.3, 4.0], [0.5, -0.2, 0.1]],
  "relative_energy_kcal_mol": 68.35,
  "smiles": "C=COC=O",
  "homo_lumo_gap_ev": 10.905,
  "multiplicity": 1,
  "mol_weight_g_mol": 72.06,
  "homo_ev": -10.2
}